H22O11 | ωB97M-V with the def2-TZVPD basis set

Results
molar mass: 198.2 g/mol
relative energy (zero: lowest compared OMol25 entry of this formula, charge and spin): 91.10 kcal per mole
electronic energy: -22877.563 eV
HOMO-LUMO gap: 9.5 eV
HOMO: -9.88 eV

Last column: natural (NBO) charge in e.
Atoms and positions in Å:
O1 1.461 1.398 2.214  -0.936
O2 1.971 -1.490 3.310  -0.936
O3 2.585 3.481 1.132  -0.919
O4 -1.018 2.291 -3.596  -0.932
O5 -1.837 -4.992 -0.213  -0.937
O6 0.650 -1.802 -3.820  -0.931
O7 0.283 0.360 0.524  -0.917
O8 -2.564 0.266 3.776  -0.932
O9 2.536 -0.803 -0.986  -0.911
O10 -4.571 0.875 -1.070  -0.932
O11 -0.072 0.310 -2.015  -0.945
H1 1.611 -1.748 -3.772  0.459
H2 -1.994 0.685 3.121  0.469
H3 2.906 -1.571 -1.435  0.472
H4 -3.008 -0.435 3.286  0.463
H5 0.416 -1.188 -4.525  0.473
H6 -5.069 1.303 -0.364  0.471
H7 0.186 0.819 -1.238  0.480
H8 1.814 1.619 3.083  0.447
H9 2.077 -1.975 2.484  0.463
H10 -1.035 0.343 -2.008  0.447
H11 -1.886 2.548 -3.263  0.461
H12 2.873 -1.368 3.627  0.477
H13 2.458 -1.084 -0.067  0.444
H14 0.875 -0.387 0.380  0.469
H15 -2.679 -4.690 0.145  0.466
H16 1.140 0.495 2.313  0.479
H17 2.559 3.779 2.048  0.459
H18 -0.595 -0.037 0.547  0.463
H19 3.504 3.603 0.871  0.461
H20 -0.401 2.798 -3.056  0.472
H21 -1.506 -4.232 -0.706  0.470
H22 -3.672 0.827 -0.726  0.461


H22O11 | ωB97M-V with the def2-TZVPD basis set

Results
molar mass: 198.2 g/mol
relative energy (zero: lowest compared OMol25 entry of this formula, charge and spin): 107.24 kcal per mole
electronic energy: -22876.864 eV
HOMO-LUMO gap: 9.3 eV
HOMO: -9.82 eV

Last column: natural (NBO) charge in e.
Atoms and positions in Å:
O1 4.736 -0.419 -1.703  -0.933
O2 -1.891 -0.020 -2.644  -0.937
O3 0.033 -1.293 -0.317  -0.920
O4 1.281 2.468 1.627  -0.928
O5 -1.582 -3.129 2.274  -0.950
O6 -3.251 -1.622 -0.710  -0.943
O7 0.441 -0.091 -3.393  -0.915
O8 -0.750 0.588 2.781  -0.937
O9 0.533 2.302 -0.902  -0.933
O10 -0.831 1.499 0.924  -0.936
O11 1.790 -1.216 2.066  -0.929
H1 0.073 0.592 -2.821  0.463
H2 1.492 1.647 1.169  0.459
H3 -0.021 -1.514 -1.253  0.477
H4 -3.913 -0.947 -0.898  0.456
H5 -1.876 0.517 -1.844  0.463
H6 -1.600 1.665 0.367  0.441
H7 1.916 2.504 2.350  0.476
H8 -0.542 2.379 1.193  0.504
H9 1.655 -0.587 1.348  0.445
H10 -0.973 0.758 3.703  0.456
H11 -2.141 -2.684 2.921  0.466
H12 2.024 -2.037 1.618  0.486
H13 1.026 -0.592 -2.814  0.450
H14 4.539 -0.772 -0.828  0.464
H15 -1.602 -2.546 1.507  0.484
H16 0.547 -0.478 -0.297  0.441
H17 0.252 1.403 -0.701  0.457
H18 -0.206 2.673 -1.397  0.464
H19 -2.788 0.086 -2.981  0.480
H20 -2.617 -1.535 -1.431  0.481
H21 0.009 -0.004 2.828  0.477
H22 4.237 0.405 -1.741  0.469


H22O11 | ωB97M-V with the def2-TZVPD basis set

Results
molar mass: 198.2 g/mol
relative energy (zero: lowest compared OMol25 entry of this formula, charge and spin): 47.93 kcal per mole
electronic energy: -22879.435 eV
HOMO-LUMO gap: 8.8 eV
HOMO: -9.78 eV

Last column: natural (NBO) charge in e.
Atoms and positions in Å:
O1 -2.788 -3.086 -0.480  -0.957
O2 2.719 2.990 0.336  -0.971
O3 0.134 -2.593 -1.466  -0.954
O4 -0.574 0.616 0.141  -0.986
O5 0.461 -2.776 1.157  -0.947
O6 0.929 2.024 2.064  -0.932
O7 -0.414 1.615 -2.619  -0.961
O8 -2.040 -1.541 1.539  -0.983
O9 -3.367 0.960 0.196  -0.954
O10 1.664 3.325 -2.092  -0.998
O11 2.143 0.222 0.012  -0.973
H1 0.356 -3.386 1.936  0.499
H2 2.167 2.560 0.995  0.495
H3 -2.265 -1.159 2.384  0.499
H4 0.634 -3.358 -1.589  0.463
H5 -3.888 0.181 0.343  0.465
H6 -1.263 -2.138 1.638  0.486
H7 1.249 1.144 2.168  0.454
H8 2.154 3.312 -1.241  0.484
H9 2.558 0.397 -0.826  0.508
H10 3.619 2.660 0.381  0.465
H11 -2.563 -2.552 0.256  0.469
H12 -1.149 1.303 -2.120  0.488
H13 -1.951 -3.404 -0.812  0.466
H14 -0.747 -0.291 0.304  0.482
H15 -2.465 0.675 0.074  0.479
H16 0.898 -2.044 1.553  0.489
H17 0.251 1.945 1.382  0.509
H18 2.721 0.344 0.741  0.474
H19 0.060 -2.520 -0.487  0.474
H20 1.065 2.601 -2.075  0.474
H21 -0.595 1.354 -3.543  0.484
H22 0.287 0.619 -0.249  0.506


H22O11 | ωB97M-V with the def2-TZVPD basis set

Results
molar mass: 198.2 g/mol
relative energy (zero: lowest compared OMol25 entry of this formula, charge and spin): 53.03 kcal per mole
electronic energy: -22879.214 eV
HOMO-LUMO gap: 9.5 eV
HOMO: -10.26 eV

Last column: natural (NBO) charge in e.
Atoms and positions in Å:
O1 -1.688 1.967 0.161  -0.964
O2 2.315 -1.855 1.125  -0.962
O3 -3.304 0.395 1.982  -0.947
O4 -1.411 0.581 -2.362  -0.936
O5 2.080 1.271 1.565  -0.948
O6 -0.844 -2.650 -2.117  -0.945
O7 -0.376 0.583 2.349  -0.982
O8 -0.609 -2.356 1.812  -0.967
O9 0.254 -0.505 -0.200  -0.974
O10 1.688 1.225 -1.577  -0.949
O11 1.666 -0.759 -3.441  -0.945
H1 -2.278 0.170 -2.089  0.463
H2 -0.494 1.006 3.205  0.484
H3 -2.277 2.600 -0.249  0.490
H4 -0.269 0.020 0.349  0.475
H5 -1.044 0.682 -1.516  0.468
H6 2.120 -2.762 0.930  0.464
H7 -1.113 2.466 0.752  0.487
H8 0.450 0.903 2.050  0.488
H9 -2.688 0.817 1.369  0.483
H10 -0.562 -2.574 0.871  0.475
H11 2.582 1.149 0.750  0.485
H12 -1.669 -3.005 -1.783  0.458
H13 0.921 0.118 -0.503  0.483
H14 1.493 0.033 -2.837  0.475
H15 -3.916 1.131 2.133  0.453
H16 2.580 1.908 2.055  0.483
H17 1.474 -1.515 0.846  0.482
H18 1.417 2.150 -1.331  0.504
H19 2.305 -1.253 -2.882  0.454
H20 -0.641 -1.431 1.980  0.488
H21 -0.801 -1.755 -1.822  0.485
H22 2.639 1.231 -1.562  0.491


H22O11 | ωB97M-V with the def2-TZVPD basis set

Results
molar mass: 198.2 g/mol
relative energy (zero: lowest compared OMol25 entry of this formula, charge and spin): 36.32 kcal per mole
electronic energy: -22879.939 eV
HOMO-LUMO gap: 9.7 eV
HOMO: -9.88 eV

Last column: natural (NBO) charge in e.
Atoms and positions in Å:
O1 0.407 3.033 -0.817  -0.956
O2 3.218 -0.231 -0.102  -0.955
O3 0.921 -4.227 -0.795  -0.985
O4 -0.356 -2.442 0.803  -0.986
O5 -2.917 1.130 -0.343  -0.985
O6 -1.160 2.598 1.287  -0.983
O7 -1.213 0.884 -2.529  -0.939
O8 1.122 -2.122 -2.552  -0.955
O9 0.037 1.360 3.319  -0.967
O10 0.569 0.172 0.020  -0.997
O11 -1.718 -0.343 2.381  -0.990
H1 -0.520 1.493 4.075  0.480
H2 0.777 2.258 -1.270  0.501
H3 -1.801 3.244 1.073  0.492
H4 -0.940 0.338 -3.296  0.464
H5 3.622 -0.212 0.727  0.456
H6 -2.541 1.149 -1.221  0.479
H7 0.098 -3.283 0.622  0.501
H8 2.383 0.165 0.180  0.477
H9 -0.267 2.062 2.662  0.508
H10 -0.497 2.734 0.598  0.509
H11 -0.617 0.547 -1.895  0.481
H12 -1.194 -1.107 2.232  0.472
H13 0.888 -1.429 -3.138  0.482
H14 -1.049 0.316 2.715  0.466
H15 0.180 0.398 0.888  0.504
H16 -2.267 1.423 0.305  0.482
H17 1.811 -4.519 -0.618  0.481
H18 -0.989 -2.379 0.104  0.478
H19 0.895 -3.311 -1.177  0.505
H20 1.690 -2.741 -2.997  0.489
H21 0.659 3.784 -1.288  0.485
H22 0.769 -0.743 0.046  0.506


H22O11 | ωB97M-V with the def2-TZVPD basis set

Results
molar mass: 198.2 g/mol
relative energy (zero: lowest compared OMol25 entry of this formula, charge and spin): 81.76 kcal per mole
electronic energy: -22877.969 eV
HOMO-LUMO gap: 10.5 eV
HOMO: -10.74 eV

Last column: natural (NBO) charge in e.
Atoms and positions in Å:
O1 -0.844 0.281 0.135  -0.925
O2 -0.078 2.475 2.703  -0.923
O3 1.191 -0.494 -1.746  -0.929
O4 0.597 -1.192 4.079  -0.930
O5 -2.420 -1.216 -2.451  -0.942
O6 2.294 0.318 0.436  -0.906
O7 2.926 0.603 3.555  -0.917
O8 -0.915 -3.440 -0.382  -0.944
O9 1.224 1.421 -4.741  -0.919
O10 -1.994 0.414 2.335  -0.928
O11 -1.070 -0.284 -4.706  -0.946
H1 1.411 0.133 0.776  0.457
H2 -1.641 -1.149 -1.888  0.466
H3 -0.648 0.084 -0.788  0.474
H4 3.291 1.177 4.238  0.461
H5 -0.177 -0.623 4.000  0.469
H6 -2.794 -0.327 -2.441  0.483
H7 0.709 0.842 -4.167  0.448
H8 -1.550 1.267 2.264  0.457
H9 -0.100 0.823 0.423  0.442
H10 -1.722 -0.925 -4.403  0.494
H11 2.495 1.199 0.770  0.450
H12 -2.521 0.490 3.138  0.456
H13 0.071 2.535 1.753  0.466
H14 0.319 -1.881 4.693  0.460
H15 -0.962 2.838 2.826  0.473
H16 -0.223 -0.710 -4.533  0.451
H17 1.172 -0.024 -2.587  0.455
H18 1.073 -1.419 -1.991  0.480
H19 -1.627 -2.822 -0.582  0.468
H20 -1.161 -3.812 0.472  0.476
H21 1.318 2.233 -4.231  0.470
H22 2.356 1.184 3.040  0.455


H22O11 | ωB97M-V with the def2-TZVPD basis set

Results
molar mass: 198.2 g/mol
relative energy (zero: lowest compared OMol25 entry of this formula, charge and spin): 47.53 kcal per mole
electronic energy: -22879.453 eV
HOMO-LUMO gap: 10.7 eV
HOMO: -10.66 eV

Last column: natural (NBO) charge in e.
Atoms and positions in Å:
O1 -1.034 0.800 -2.435  -0.990
O2 2.596 -0.415 4.820  -0.950
O3 0.820 2.360 0.105  -0.976
O4 -1.823 -3.225 0.429  -0.972
O5 -0.102 3.233 -3.024  -0.974
O6 3.232 0.236 -1.689  -0.951
O7 -2.599 0.139 1.311  -0.933
O8 0.835 -2.020 2.771  -0.954
O9 -3.305 -2.672 -1.726  -0.943
O10 -0.063 1.137 3.742  -0.962
O11 1.305 0.275 -4.242  -0.960
H1 -0.918 -3.055 0.693  0.489
H2 -2.015 0.863 1.041  0.463
H3 0.915 0.912 -3.642  0.482
H4 1.737 2.553 0.297  0.488
H5 0.517 -1.831 3.647  0.479
H6 -1.677 0.343 -2.983  0.482
H7 0.092 1.739 3.017  0.479
H8 3.197 -0.212 4.108  0.462
H9 -2.457 -2.930 -2.101  0.458
H10 3.495 -0.604 -2.072  0.472
H11 1.756 -2.254 2.904  0.474
H12 0.658 1.935 -0.740  0.489
H13 -1.934 -0.541 1.160  0.470
H14 -2.211 -3.912 0.955  0.486
H15 2.781 0.730 -2.369  0.476
H16 -0.786 1.623 -2.887  0.481
H17 -2.987 -2.191 -0.957  0.483
H18 -1.021 1.080 3.809  0.484
H19 1.343 -0.606 -3.869  0.477
H20 -0.754 3.671 -3.569  0.499
H21 -0.008 3.583 -2.134  0.505
H22 1.867 0.185 4.614  0.487